(1)
# H14O7

7 unconnected molecules or ions with the total composition H14O7 at a distorted geometry (the ωB97M-V functional and the def2-TZVPD basis, OMol25).

Summary:
maximum force	4.3	eV/A
total charge	0
SMILES	O.O.O.O.O.O.O
LUMO level	0.357	eV
orbital gap	11.68	eV
energy relative to the best compared isomer or geometry (same formula, charge and spin)	32.28	kcal/mol

Last column: natural (NBO) charge in e.
Cartesian coordinates (Å):
O  -2.291  -0.070  1.675  -0.95
H  -1.358  0.086  1.567  0.48
H  -2.495  0.659  1.080  0.47
O  -2.060  1.142  -1.363  -1.01
H  -2.297  1.247  -2.252  0.47
H  -2.179  0.211  -1.199  0.48
O  -2.231  -1.280  -0.756  -0.96
H  -1.351  -1.601  -0.612  0.49
H  -2.492  -1.196  0.200  0.50
O  -0.069  1.116  0.764  -1.01
H  -0.629  1.178  0.058  0.48
H  0.867  1.268  0.437  0.50
O  3.263  -0.899  -0.427  -0.96
H  3.607  -1.440  0.282  0.48
H  2.283  -1.107  -0.370  0.51
O  0.664  -1.472  0.154  -0.99
H  0.479  -0.483  0.100  0.50
H  0.499  -1.598  1.133  0.49
O  2.307  1.504  0.134  -0.99
H  3.012  0.710  0.067  0.52
H  2.471  2.025  -0.672  0.49

=====

(2)
# H14O7

7 unconnected molecules or ions with the total composition H14O7 at a distorted geometry (the ωB97M-V functional and the def2-TZVPD basis, OMol25).

Summary:
maximum force	3.0	eV/A
total charge	0
SMILES	O.O.O.O.O.O.O
LUMO level	0.356	eV
orbital gap	11.56	eV
energy relative to the best compared isomer or geometry (same formula, charge and spin)	22.92	kcal/mol

Last column: natural (NBO) charge in e.
Cartesian coordinates (Å):
O  0.413  0.678  -1.228  -1.00
H  1.134  1.050  -0.745  0.49
H  0.180  -0.101  -0.655  0.49
O  -2.739  -1.124  -1.433  -1.00
H  -2.657  -1.701  -2.200  0.49
H  -2.753  -0.155  -1.691  0.52
O  2.090  -0.094  2.422  -0.99
H  3.047  -0.060  2.464  0.47
H  1.905  -1.068  2.495  0.51
O  -1.992  1.655  -2.257  -0.96
H  -1.287  1.689  -1.669  0.49
H  -1.589  1.841  -3.093  0.48
O  1.477  -2.478  1.079  -0.97
H  2.095  -2.079  0.498  0.47
H  0.621  -2.064  0.901  0.50
O  1.387  2.432  1.043  -0.97
H  0.449  2.425  0.756  0.47
H  1.539  1.802  1.754  0.50
O  -0.763  -1.058  0.546  -0.98
H  -1.476  -1.238  -0.079  0.52
H  -1.082  -0.351  1.093  0.49

=====

(3)
# H14O7

A molecular structure, H14O7 at a distorted geometry (the ωB97M-V functional and the def2-TZVPD basis, OMol25).

Summary:
maximum force	8.2	eV/A
total charge	0
LUMO level	-1.347	eV
orbital gap	9.08	eV
energy relative to the best compared isomer or geometry (same formula, charge and spin)	231.81	kcal/mol

Last column: natural (NBO) charge in e.
Cartesian coordinates (Å):
H  -0.778  0.396  1.408  0.53
H  -1.888  1.267  2.129  0.47
H  -2.686  -1.819  -1.372  0.46
H  -2.383  -0.137  -0.879  0.51
H  -4.023  -0.489  0.296  0.49
H  -2.874  0.562  0.630  0.50
H  -0.409  -0.473  -0.939  0.54
H  0.343  1.005  -0.529  0.50
H  5.100  -0.356  -0.275  0.41
H  3.509  -0.645  0.507  0.52
H  1.314  -1.033  -0.004  0.53
H  1.575  -1.615  1.622  0.47
H  2.234  1.189  -0.768  0.53
H  1.160  1.752  -1.664  0.46
O  -1.804  0.394  1.766  -0.98
O  -1.964  -0.935  -1.700  -1.05
O  -3.536  0.356  -0.040  -0.94
O  0.051  0.052  -0.111  -1.07
O  3.561  0.227  -0.105  -0.94
O  2.082  -1.688  0.603  -1.03
O  1.415  1.990  -0.574  -0.91

=====

(4)
# H14O7

7 unconnected molecules or ions with the total composition H14O7 at a distorted geometry (the ωB97M-V functional and the def2-TZVPD basis, OMol25).

Summary:
maximum force	2.7	eV/A
total charge	0
SMILES	O.O.O.O.O.O.O
LUMO level	0.539	eV
orbital gap	11.72	eV
energy relative to the best compared isomer or geometry (same formula, charge and spin)	29.92	kcal/mol

Last column: natural (NBO) charge in e.
Cartesian coordinates (Å):
O  2.793  -1.197  0.652  -0.95
H  3.274  -0.715  -0.081  0.49
H  3.331  -1.971  0.739  0.47
O  -2.069  1.214  -0.310  -0.96
H  -2.937  0.820  -0.232  0.50
H  -1.875  1.667  0.498  0.50
O  -0.100  0.725  -3.081  -0.95
H  -0.568  1.089  -2.318  0.48
H  -0.501  -0.142  -3.165  0.47
O  -0.158  -0.014  2.585  -1.00
H  0.696  -0.141  3.007  0.49
H  -0.167  -0.389  1.713  0.50
O  -0.259  -0.798  -0.186  -0.99
H  0.524  -0.487  -0.608  0.47
H  -0.904  0.010  -0.179  0.49
O  2.976  -0.500  -2.422  -0.95
H  2.508  -1.280  -2.579  0.47
H  2.306  0.152  -2.580  0.48
O  -3.134  0.714  2.492  -0.99
H  -2.224  0.295  2.685  0.51
H  -3.513  0.946  3.369  0.48

=====

(5)
# H14O7

7 unconnected molecules or ions with the total composition H14O7 at a distorted geometry (the ωB97M-V functional and the def2-TZVPD basis, OMol25).

Summary:
maximum force	5.6	eV/A
total charge	0
LUMO level	-1.053	eV
orbital gap	8.86	eV
energy relative to the best compared isomer or geometry (same formula, charge and spin)	105.11	kcal/mol

Last column: natural (NBO) charge in e.
Cartesian coordinates (Å):
O  22.994  28.201  24.671  -0.80
H  22.719  28.987  24.268  0.53
H  22.156  27.883  25.168  0.56
H  23.140  27.430  23.925  0.58
O  20.836  27.411  26.006  -1.21
H  20.014  27.734  25.797  0.45
O  18.633  26.379  28.263  -1.00
H  18.386  27.320  28.138  0.48
H  19.620  26.216  28.251  0.49
O  20.639  25.980  23.854  -0.98
H  20.474  26.527  24.663  0.48
H  19.880  26.437  23.584  0.45
O  18.301  29.548  27.971  -0.96
H  18.402  29.717  28.858  0.46
H  19.258  29.488  27.680  0.49
O  21.200  29.735  27.261  -1.00
H  21.921  29.839  27.880  0.47
H  21.193  28.853  26.910  0.50
O  21.205  25.359  27.565  -0.98
H  21.011  26.138  27.085  0.50
H  22.227  25.365  27.885  0.46

=====

(6)
# H14O7

7 unconnected molecules or ions with the total composition H14O7 at a distorted geometry (the ωB97M-V functional and the def2-TZVPD basis, OMol25).

Summary:
maximum force	5.2	eV/A
total charge	0
SMILES	O.O.O.O.O.O.O
LUMO level	0.011	eV
orbital gap	10.74	eV
energy relative to the best compared isomer or geometry (same formula, charge and spin)	67.88	kcal/mol

Last column: natural (NBO) charge in e.
Cartesian coordinates (Å):
O  -0.222  -0.528  0.123  -0.94
H  -0.994  -0.509  -0.425  0.46
H  0.482  -1.039  -0.334  0.48
O  0.688  -1.134  4.412  -0.93
H  0.052  -0.751  3.853  0.47
H  1.105  -1.774  3.769  0.46
O  2.402  4.009  -0.388  -0.96
H  2.015  4.574  0.299  0.47
H  2.133  3.137  -0.261  0.49
O  -2.384  1.709  0.756  -0.91
H  -2.706  0.899  0.597  0.45
H  -3.069  2.306  0.454  0.47
O  2.903  1.407  -0.602  -0.96
H  3.204  0.645  -0.017  0.49
H  3.522  1.620  -1.276  0.48
O  -3.940  -0.678  -4.031  -0.95
H  -3.948  -0.768  -2.996  0.48
H  -3.036  -0.614  -4.365  0.48
O  0.377  -3.891  0.006  -0.94
H  0.188  -4.542  0.719  0.48
H  1.229  -4.078  -0.292  0.46